# C10H12

A 2-piece molecular cluster, C10H12 overall at a distorted geometry (ωB97M-V/def2-TZVPD, the OMol25 dataset).

Each line ends with the Löwdin charge.
Cartesian coordinates (Å):
C (-3.1581, 0.1073, -0.0038)  -0.2601
C (-4.4118, 0.3375, 0.3133)  0.0682
C (-2.0977, 0.2344, -1.0343)  -0.0621
C (2.3220, 1.1882, 0.6057)  -0.0644
C (3.6278, 0.5409, 0.2934)  -0.0652
C (-1.0029, -1.0087, 1.0727)  0.0908
C (1.7562, -0.8902, -1.1382)  -0.1253
C (-1.8672, -0.4047, 0.2916)  -0.2385
C (2.3488, -0.1857, 0.0160)  -0.4936
C (1.7845, -1.4913, 0.2596)  0.1613
H (-4.8201, 0.0442, 1.2671)  0.0576
H (-5.0803, 0.8292, -0.3764)  0.0583
H (-2.1434, -0.3941, -1.9164)  0.1043
H (-1.6721, 1.2118, -1.2255)  0.1018
H (2.0242, 1.2774, 1.6414)  0.1056
H (1.9691, 1.9930, -0.0247)  0.1082
H (4.1861, 0.8862, -0.5664)  0.1082
H (4.2450, 0.1879, 1.1076)  0.1046
H (-1.2603, -1.3577, 2.0589)  0.0695
H (0.0383, -1.2104, 0.7732)  -0.0140
H (0.8032, -0.5639, -1.5340)  0.0877
H (2.4088, -1.3314, -1.8807)  0.0969

Output
* LUMO: -0.012 Eh
* DFT total energy: -10555.9013 eV
* maximum force: 1.009 eV/A
* 2S+1: 1
* ΔE to the lowest compared entry with this formula, charge and spin: 745.0 kJ/mol


# C3H5N5O

An isolated ion of composition C3H5N5O and charge +2 at a distorted geometry (ωB97M-V/def2-TZVPD, the OMol25 dataset).

Each line ends with the Löwdin charge.
Cartesian coordinates (Å):
C (2.1379, -0.6684, 0.0454)  -0.1245
C (-2.0757, 0.3582, 1.9635)  0.2477
C (0.8493, -0.3056, 0.1411)  -0.0356
N (3.2509, -0.9378, 0.0718)  0.3430
N (-0.9445, 0.4104, 1.4448)  0.1448
N (0.6292, 0.2054, -2.4433)  0.2630
N (0.1586, -0.1758, 1.2046)  0.0997
N (0.0229, 0.0515, -1.3557)  -0.1709
O (-1.1298, 0.1600, -1.3027)  0.1896
H (-2.5422, -0.6815, 2.0252)  0.1856
H (-2.7186, 1.2174, 2.2081)  0.1612
H (1.5988, 0.1545, -2.8161)  0.2118
H (0.0468, 0.5634, -3.2633)  0.2290
H (0.7163, -0.3516, 2.0766)  0.2557

Output
* charge: +2
* LUMO (spin up / spin down): -0.357 / -0.472 Eh
* DFT total energy: -12660.7084 eV
* ⟨S²⟩: 2.0253
* maximum force: 9.662 eV/A
* 2S+1: 3


# C49H108F10N10O20S10

C49H108F10N10O20S10 as an isolated structure at a distorted geometry (ωB97M-V/def2-TZVPD, the OMol25 dataset).

Each line ends with the Löwdin charge.
Cartesian coordinates (Å):
C (20.6256, 11.4405, 9.9797)  -0.0956
C (20.0254, 11.5733, 11.3466)  -0.2668
C (20.7586, 12.4929, 12.3022)  -0.1604
C (22.1340, 11.8943, 12.6454)  -0.0992
N (22.8921, 12.4938, 13.8352)  -0.1768
C (22.1700, 12.1679, 15.1354)  -0.1046
C (22.8855, 10.9619, 15.6335)  -0.1527
C (24.3336, 11.1885, 15.2410)  -0.1356
C (24.2591, 11.8566, 13.8768)  -0.1198
C (23.1119, 14.0179, 13.6523)  -0.0800
C (23.6318, 14.3720, 12.2104)  -0.2040
C (23.8958, 15.8880, 12.1595)  -0.0746
H (21.4744, 10.7473, 10.0427)  0.0716
H (20.9699, 12.4504, 9.6912)  0.0857
H (19.9170, 11.0598, 9.2294)  0.0803
H (19.9184, 10.5947, 11.8108)  0.1182
H (19.0520, 11.9644, 11.2894)  0.0632
H (20.0890, 12.4785, 13.1396)  0.0839
H (20.8534, 13.5350, 11.9395)  0.1286
H (22.7093, 11.8588, 11.7684)  0.1070
H (21.9213, 10.9135, 13.0338)  0.1296
H (22.3133, 12.9902, 15.8058)  0.0977
H (21.1221, 12.1118, 14.9729)  0.1053
H (22.7111, 10.9172, 16.7236)  0.1357
H (22.3788, 10.0539, 15.2278)  0.1322
H (24.8513, 11.8616, 16.0085)  0.1485
H (24.9548, 10.3185, 14.9709)  0.1223
H (25.0460, 12.5401, 13.6226)  0.1213
H (24.3260, 11.1010, 13.1168)  0.1229
H (23.8111, 14.2262, 14.4412)  0.1285
H (22.1747, 14.6156, 13.7921)  0.1214
H (22.8742, 14.1676, 11.4678)  0.0896
H (24.4974, 13.7832, 11.8644)  0.1126
H (24.7925, 16.1634, 12.6682)  0.0670
H (23.1662, 16.4437, 12.7823)  0.0808
H (23.8247, 16.2271, 11.1564)  0.0687
C (16.4018, 22.9195, 17.4892)  -0.0875
C (17.0573, 21.7310, 16.6933)  -0.1976
C (18.3257, 22.1013, 15.8019)  -0.1546
C (19.5353, 22.0081, 16.6719)  -0.1782
N (20.8451, 22.2418, 16.1545)  -0.1755
C (21.3952, 21.1207, 15.3671)  -0.1276
C (21.8581, 20.0527, 16.3677)  -0.1305
C (22.4689, 20.9172, 17.4769)  -0.1401
C (21.7655, 22.2612, 17.3907)  -0.0814
C (21.0585, 23.5740, 15.4245)  -0.0926
C (21.0484, 24.8654, 16.3105)  -0.1681
C (21.7114, 26.0946, 15.5409)  -0.0631
H (16.3458, 23.8630, 16.9038)  0.0813
H (17.0052, 23.1484, 18.4158)  0.0780
H (15.4112, 22.6509, 17.7686)  0.0355
H (16.3767, 21.4038, 15.9346)  0.0667
H (17.2550, 20.8962, 17.3656)  0.1007
H (18.2693, 23.0756, 15.3589)  0.1110
H (18.4402, 21.4173, 14.9551)  0.0907
H (19.4824, 21.0316, 17.0905)  0.1310
H (19.3188, 22.7246, 17.5202)  0.1538
H (22.3009, 21.4472, 14.8180)  0.1221
H (20.7072, 20.7404, 14.6224)  0.1102
H (22.7319, 19.5986, 15.8179)  0.1352
H (21.0171, 19.3688, 16.5645)  0.1019
H (23.5677, 20.9337, 17.4198)  0.1230
H (22.3124, 20.4387, 18.4255)  0.1058
H (22.5464, 23.0273, 17.2902)  0.1322
H (21.1415, 22.4729, 18.2313)  0.1179
H (20.2827, 23.6841, 14.6901)  0.1059
H (21.9378, 23.4783, 14.8188)  0.0884
H (21.6232, 24.6688, 17.2104)  0.0813
H (20.0410, 25.1685, 16.5324)  0.0969
H (21.3363, 26.2136, 14.5712)  0.0442
H (22.7821, 26.0448, 15.5228)  0.0681
H (21.3685, 26.9626, 16.1365)  0.0791
C (11.0479, 14.1731, 9.3558)  -0.0730
C (11.5301, 13.5412, 10.6347)  -0.2554
C (12.3972, 12.3615, 10.3828)  -0.1184
N (13.1158, 11.6121, 11.5757)  -0.2083
C (14.0586, 12.5550, 12.2396)  -0.1507
C (15.0656, 11.9019, 13.1129)  -0.1520
C (15.8339, 10.7345, 12.4808)  -0.1847
C (14.8291, 9.7457, 12.0148)  -0.1656
C (13.8852, 10.4302, 10.9981)  -0.0811
C (12.0315, 11.1928, 12.5118)  0.0060
H (10.4381, 13.4333, 8.7983)  0.0897
H (11.9347, 14.4266, 8.7529)  0.0668
H (10.4475, 15.0748, 9.6124)  0.0962
H (10.7062, 13.1100, 11.1643)  0.0969
H (11.9724, 14.2604, 11.3119)  0.1125
H (13.1905, 12.6265, 9.6948)  0.0805
H (11.9048, 11.5626, 9.8868)  0.1230
H (14.6028, 13.0970, 11.4606)  0.1092
H (13.4697, 13.3025, 12.7781)  0.0988
H (15.6525, 12.7527, 13.5576)  0.1340
H (14.5081, 11.4820, 13.9913)  0.1202
H (16.3882, 11.1376, 11.6434)  0.0844
H (16.5791, 10.2924, 13.1511)  0.1244
H (15.2261, 8.8255, 11.5893)  0.1184
H (14.1334, 9.3561, 12.8147)  0.1247
H (14.4888, 10.8286, 10.1875)  0.1332
H (13.2094, 9.7370, 10.5273)  0.1264
H (12.4461, 10.5781, 13.3276)  0.1028
H (11.3501, 10.5330, 11.9423)  0.1182
H (11.4423, 12.0076, 12.8950)  0.0837
C (15.5475, 18.2002, 16.5922)  -0.0710
C (15.7348, 18.4041, 15.0313)  -0.1762
C (16.3528, 17.1312, 14.4662)  -0.1187
N (16.8207, 17.1429, 13.0311)  -0.2257
C (15.8482, 17.7912, 12.0359)  -0.1229
C (16.2624, 17.8029, 10.6098)  -0.1436
C (17.5816, 18.5452, 10.3872)  -0.1479
C (18.5921, 17.9002, 11.3459)  -0.1421
C (18.0642, 17.9488, 12.7878)  -0.0983
C (16.9051, 15.7014, 12.5944)  0.0351
H (15.0417, 19.0372, 17.0508)  0.0287
H (16.5055, 18.0794, 17.1762)  0.0926
H (14.8990, 17.3038, 16.7793)  0.0786
H (16.2553, 19.3154, 14.7137)  0.0952
H (14.7266, 18.4381, 14.6844)  0.0643
H (15.5807, 16.3953, 14.5201)  0.0851
H (17.1586, 16.7343, 15.0940)  0.1217
H (15.6590, 18.7930, 12.4794)  0.1009
H (14.9336, 17.2236, 12.2418)  0.1346
H (15.4067, 18.3388, 10.2436)  0.1231
H (16.3571, 16.7686, 10.2154)  0.0912
H (17.5503, 19.5892, 10.6171)  0.1078
H (17.8924, 18.4577, 9.3668)  0.1119
H (19.4602, 18.5793, 11.3634)  0.1148
H (18.8481, 16.8101, 10.9974)  0.1392
H (17.8315, 19.0179, 12.9523)  0.1351
H (18.7748, 17.5578, 13.5225)  0.1243
H (15.9099, 15.3017, 12.7264)  0.1075
H (17.6000, 15.1687, 13.2276)  0.0727
H (17.3146, 15.6371, 11.5679)  0.0717
C (9.3816, 17.7904, 13.8065)  -0.0854
C (10.3675, 18.0166, 14.9107)  -0.2317
C (10.3126, 19.4900, 15.1601)  -0.1630
N (11.2668, 20.0322, 16.1670)  -0.2531
C (11.2903, 21.5321, 15.8989)  -0.0864
C (10.0029, 22.2800, 16.3205)  -0.1416
C (9.4935, 21.9609, 17.7047)  -0.1738
C (9.4971, 20.4523, 17.9555)  -0.1825
C (10.7673, 19.8056, 17.5903)  -0.1190
C (12.6583, 19.5830, 16.0224)  0.0082
H (9.2077, 16.7455, 13.4811)  0.0914
H (9.5721, 18.3838, 12.9203)  0.0776
H (8.3617, 18.1878, 14.0835)  0.0955
H (11.3859, 17.6935, 14.6246)  0.0879
H (10.1606, 17.5250, 15.8781)  0.1219
H (9.3152, 19.7753, 15.4904)  0.1253
H (10.5156, 20.0293, 14.2717)  0.0953
H (11.5862, 21.6487, 14.8526)  0.1138
H (12.0715, 21.9632, 16.5067)  0.1271
H (9.2458, 21.9609, 15.6260)  0.1100
H (10.1920, 23.3228, 16.1738)  0.1207
H (8.4579, 22.2235, 17.6938)  0.1071
H (10.0121, 22.5323, 18.4525)  0.1142
H (8.6269, 20.0164, 17.4379)  0.1204
H (9.3333, 20.0807, 19.0304)  0.1562
H (10.7906, 18.7315, 17.7473)  0.1350
H (11.5946, 20.2527, 18.2316)  0.1629
H (13.2170, 20.1984, 16.7566)  0.1136
H (12.8717, 19.6964, 14.9765)  0.0821
H (12.7280, 18.5660, 16.4056)  0.1078
N (14.2001, 20.4991, 12.7944)  -0.3245
S (15.0384, 21.7934, 12.5074)  0.4914
O (14.8637, 22.3881, 11.2313)  -0.2442
O (16.3456, 21.6311, 13.0907)  -0.2890
F (14.2706, 22.8183, 13.4572)  -0.1957
S (12.8120, 20.2527, 12.1402)  0.4742
O (12.9031, 20.1068, 10.7612)  -0.2252
O (11.7940, 21.0740, 12.7193)  -0.2852
F (12.5925, 18.7530, 12.7098)  -0.1849
N (19.8293, 15.3374, 15.1201)  -0.3006
S (18.8884, 14.0723, 15.5903)  0.4363
O (19.6083, 13.2430, 16.5388)  -0.2964
O (18.2499, 13.5242, 14.4831)  -0.2741
F (17.7165, 14.7361, 16.3046)  -0.1298
S (20.8846, 15.9487, 16.2441)  0.5335
O (21.8606, 14.9545, 16.7870)  -0.3216
O (20.1157, 16.8309, 17.0346)  -0.2854
F (21.5878, 16.9050, 15.2353)  -0.1802
N (12.4843, 13.4756, 15.0140)  -0.3032
S (13.0608, 14.9061, 15.1940)  0.4396
O (12.9927, 15.6711, 13.9859)  -0.2933
O (14.3241, 14.8511, 15.9276)  -0.3059
F (12.1258, 15.6899, 16.1607)  -0.1737
S (12.1571, 12.5731, 16.3639)  0.5279
O (11.5608, 13.4470, 17.3285)  -0.2907
O (13.1164, 11.6289, 16.8322)  -0.2626
F (10.9887, 11.7217, 15.7557)  -0.1717
N (20.8185, 23.6768, 11.8426)  -0.2819
S (19.9656, 22.3690, 11.9137)  0.4691
O (18.7919, 22.5972, 11.1871)  -0.2388
O (19.8312, 21.7574, 13.2014)  -0.3150
F (20.7626, 21.2599, 11.1098)  -0.1681
S (22.3312, 23.6051, 12.2365)  0.5704
O (22.8423, 22.4016, 12.9696)  -0.3361
O (22.7456, 24.8803, 12.7296)  -0.2868
F (23.0562, 23.5130, 10.7518)  -0.2119
N (16.5269, 14.7782, 8.8696)  -0.2788
S (14.9990, 14.4020, 8.7473)  0.4258
O (14.1261, 14.8623, 9.7149)  -0.2340
O (14.8347, 13.0474, 8.3924)  -0.2775
F (14.5902, 15.1630, 7.4609)  -0.1240
S (17.4657, 13.7496, 9.4963)  0.4075
O (16.9410, 13.0584, 10.6541)  -0.2978
O (18.7730, 14.3194, 9.6605)  -0.2807
F (17.6737, 12.6733, 8.4603)  -0.1106

Output
* LUMO: 0.001 Eh
* DFT total energy: -243938.8041 eV
* maximum force: 5.144 eV/A
* 2S+1: 1